C25H17BCl2N3O4PdS | wB97M-V/def2-TZVPD

```
54
Properties=species:S:1:pos:R:3:nbo_charge:R:1
Pd -0.107 1.410 0.916 0.8199
O 1.098 -2.514 4.367 -0.6341
C 0.799 -3.201 3.244 0.3657
C 0.836 -4.595 3.246 -0.3040
C 0.522 -5.316 2.113 -0.1413
C 0.159 -4.658 0.942 -0.2458
C 0.117 -3.282 0.932 -0.1416
C 0.435 -2.521 2.065 -0.1755
C 0.360 -1.062 1.947 0.6020
O -0.148 -0.586 0.842 -0.7037
N 0.787 -0.296 2.948 -0.3750
N 0.615 1.002 2.632 -0.1763
C 0.943 1.992 3.387 0.0460
C 0.662 3.315 2.833 0.1482
C 0.943 4.490 3.506 -0.2043
C 0.628 5.702 2.901 -0.1196
C 0.041 5.699 1.650 -0.2363
C -0.212 4.484 1.027 0.0829
N 0.089 3.322 1.592 -0.4404
H 1.306 -3.143 5.067 0.4858
H 1.115 -5.109 4.159 0.2161
H 0.560 -6.397 2.143 0.2246
H -0.089 -5.212 0.048 0.2241
H -0.161 -2.760 0.029 0.2277
H 1.389 1.831 4.360 0.2363
H 1.398 4.452 4.485 0.2446
H 0.838 6.633 3.409 0.2432
H -0.225 6.617 1.147 0.2471
H -0.673 4.442 0.050 0.2206
Cl 2.191 1.517 -0.978 0.0389
C 1.425 2.122 -2.407 -0.0268
C 2.257 2.450 -3.466 -0.2145
C 1.717 2.933 -4.643 -0.1749
C 0.348 3.087 -4.773 -0.1713
C -0.478 2.757 -3.713 -0.0352
Cl -2.183 2.939 -3.932 0.0513
C 0.040 2.269 -2.507 -0.2359
S -1.149 1.902 -1.217 0.1368
H 3.323 2.318 -3.354 0.2433
H 2.368 3.186 -5.468 0.2383
H -0.090 3.456 -5.689 0.2384
O -0.560 -0.662 -2.312 -0.6415
B -1.394 0.099 -1.544 0.9353
O -2.481 -0.565 -1.049 -0.6405
C -2.288 -1.867 -1.487 0.2715
C -3.060 -2.978 -1.238 -0.2498
C -2.619 -4.169 -1.810 -0.2017
C -1.466 -4.225 -2.588 -0.2123
C -0.693 -3.092 -2.830 -0.2290
C -1.138 -1.924 -2.258 0.2052
H -3.952 -2.924 -0.632 0.2408
H -3.191 -5.072 -1.646 0.2291
H -1.163 -5.169 -3.018 0.2286
H 0.207 -3.124 -3.427 0.2390
```

**Relative energy (zero: lowest compared OMol25 entry of this formula, charge and spin)**: 55.7 kJ/mol
**Orbital gap**: 6.90 eV
**Total charge**: +1
**E_HOMO**: -10.9 eV
**Molar mass**: 643.6 g/mol
**Maximum force**: 0.01588 Eh/bohr

***

C25H17MnNO8PSSbSe4 | wB97M-V/def2-TZVPD

```
59
Properties=species:S:1:pos:R:3:mulliken_spin:R:1
Mn -1.690 -1.684 -2.193 -0.0219
O 0.865 -6.436 -0.815 0.0002
C 0.222 -5.271 -0.902 -0.0005
C -0.571 -4.888 -1.976 -0.0053
C -1.231 -3.682 -1.887 0.0035
N -1.165 -2.823 -0.888 -0.0039
C -0.245 -3.114 0.067 -0.0006
C 0.401 -4.325 0.122 -0.0012
C 0.347 -1.965 0.802 0.0029
O 1.320 -2.037 1.492 0.0001
O -0.459 -0.844 0.785 -0.0048
C -2.065 -3.303 -3.002 -0.0013
O -1.771 -3.664 -4.137 -0.0044
O -3.019 -2.548 -2.648 0.0062
H 0.751 -6.998 -1.596 0.0000
H -0.710 -5.467 -2.886 0.0003
H 1.133 -4.476 0.898 0.0001
O 3.255 -0.745 -1.147 0.0000
S 2.006 -0.782 -1.812 0.0011
O 1.993 -1.289 -3.176 0.0006
O 0.939 -1.526 -1.060 -0.0005
C 1.349 0.876 -1.778 -0.0088
C 1.487 1.650 -2.919 -0.0059
C 1.146 2.996 -2.896 0.0216
C 0.761 3.580 -1.693 -0.0023
C 0.570 2.793 -0.563 0.0155
C 0.805 1.410 -0.610 0.0003
P 0.189 0.617 0.911 -0.0065
C -1.323 1.449 1.464 0.0042
C -2.550 1.083 0.895 0.0047
C -3.711 1.768 1.237 -0.0377
C -3.665 2.748 2.222 0.0133
C -2.458 3.078 2.820 -0.0003
C -1.283 2.459 2.428 0.0177
C 1.478 0.661 2.154 0.0000
C 2.755 1.101 1.835 -0.0002
C 3.708 1.163 2.836 -0.0001
C 3.388 0.787 4.130 0.0000
C 2.115 0.325 4.432 0.0000
C 1.149 0.273 3.449 0.0000
H 1.838 1.159 -3.818 -0.0026
H 1.105 3.590 -3.802 0.0097
H 0.502 4.634 -1.646 -0.0177
H 0.139 3.266 0.320 -0.0026
H -2.610 0.270 0.129 0.0122
H -4.621 1.584 0.667 0.0010
H -4.563 3.269 2.503 0.0010
H -2.417 3.859 3.561 -0.0022
H -0.340 2.753 2.863 -0.0027
H 2.997 1.372 0.819 0.0002
H 4.705 1.496 2.600 0.0000
H 4.132 0.851 4.909 0.0000
H 1.879 0.005 5.433 0.0000
H 0.149 -0.080 3.664 0.0002
Se -2.512 4.134 -0.645 0.5325
Sb -2.317 2.268 -2.063 -0.0155
Se -1.774 0.139 -2.395 -0.0068
Se -0.453 -1.237 -3.604 -0.0471
Se -2.055 3.720 -3.891 0.5543
```

**Orbital gap (spin up / spin down)**: 5.42 / 4.84 eV
**Multiplicity**: 2
**E_HOMO (spin up / spin down)**: -7.0 / -6.9 eV
**Molar mass**: 1015.0 g/mol
**Maximum force**: 0.22235 Eh/bohr
**⟨S²⟩**: 0.775